Record 1
DFT (wB97M-V/def2-TZVPD) results for C21H32MnN11O3S2 as an isolated structure.

As for the net charge: +1. As for the LUMO energy (alpha / beta): -2.652 / -2.677 eV. For the calculated total energy, the calculation gives -3594.70315 a.u. The expectation value of S² is 8.75. The HOMO energy (alpha / beta) comes out at -0.2717 / -0.2719 Ha. For the orbital gap (alpha / beta), the calculation gives 4.739 / 4.722 eV. Its spin multiplicity is 6.

Each line ends with the Mulliken charge.
Cartesian coordinates (Å):
Mn1 -0.65897 -0.29728 0.07802  0.596
O1 -1.52586 0.68981 2.06638  -0.263
C1 -1.32339 1.73786 3.03587  -0.069
C2 -0.08679 1.56000 3.90337  -1.052
C3 1.15612 1.11454 3.13807  -0.708
C4 1.52952 1.99599 1.97306  -0.268
C5 1.32138 3.34799 1.93553  -0.533
C6 1.94447 4.21562 1.02623  -0.737
C7 3.04580 3.67091 0.32288  -0.387
C8 3.32589 2.35047 0.33016  -0.801
N1 2.37987 1.43954 0.93268  0.545
H1 -1.81085 -0.10883 2.53010  0.162
H2 -2.21438 1.81153 3.66284  0.468
H3 -1.25566 2.65345 2.45100  -0.302
H4 -0.28884 0.81496 4.67719  0.441
H5 0.07967 2.50804 4.42092  0.392
H6 0.98771 0.09362 2.80666  -0.003
H7 1.99294 1.06282 3.84691  0.401
H8 0.70262 3.77372 2.71951  0.634
H9 1.75786 5.27836 1.04399  0.582
H10 3.73497 4.32621 -0.19507  0.424
H11 4.19167 1.90611 -0.12607  0.393
C9 -1.22063 5.08324 0.57986  -0.987
C10 -2.14441 4.01015 0.15263  0.981
N2 -3.43434 4.11468 0.12562  -0.879
N3 -3.87562 2.91918 -0.35743  0.223
C11 -2.89437 2.05897 -0.62455  0.220
S1 -2.98548 0.50282 -1.25602  -0.461
N4 -1.77101 2.75173 -0.29806  0.398
N5 -0.50750 2.15437 -0.36098  -0.328
H12 -1.79836 5.99836 0.68606  0.432
H13 -0.42112 5.23277 -0.14427  0.374
H14 -0.75385 4.84776 1.53441  0.090
H15 -4.86020 2.72969 -0.44211  0.177
H16 -0.13132 2.28088 -1.29814  0.330
H17 0.12672 2.60326 0.31572  -0.164
N6 -1.60421 1.15515 -4.58220  -0.306
C12 -0.57808 0.41487 -5.03094  0.624
N7 -0.28294 0.44580 -6.33460  -0.363
N8 0.19745 -0.32575 -4.26374  -0.688
C13 0.05454 -0.50997 -2.99830  0.493
N9 0.09898 -0.79485 -1.86827  -0.195
H18 -2.24977 1.56068 -5.23921  0.222
H19 -1.96033 0.99204 -3.64071  0.025
H20 -0.77399 1.03845 -6.97831  0.195
H21 0.51993 -0.06811 -6.65245  0.245
C14 2.15821 -4.82501 0.15671  -1.384
C15 0.67126 -4.86905 0.24666  1.204
C16 -0.07634 -6.00313 0.12340  -0.900
C17 -1.47318 -5.89650 0.24139  0.817
N10 -2.07256 -4.74114 0.48608  -0.498
C18 -1.34691 -3.63130 0.60811  0.410
S2 -2.09912 -2.14764 0.95731  -0.484
N11 0.01813 -3.70502 0.47623  0.151
C19 -2.35472 -7.08783 0.07381  -1.233
H22 2.55416 -5.81920 -0.03047  0.400
H23 2.58278 -4.44869 1.08841  0.339
H24 2.47030 -4.16380 -0.65185  0.256
H25 0.40053 -6.95561 -0.05100  0.382
H26 0.54637 -2.84072 0.57716  -0.219
H27 -1.82055 -8.01769 0.25535  0.375
H28 -2.73392 -7.10016 -0.95066  0.284
H29 -3.21226 -7.00408 0.73736  0.372
C20 3.28311 -1.56926 -0.67053  -0.577
O2 3.30002 -0.21266 -0.25299  -0.400
C21 2.27112 0.19729 0.51704  0.770
O3 1.30031 -0.58303 0.79700  -0.310
H30 4.19103 -1.70504 -1.25136  0.302
H31 2.40635 -1.78131 -1.28195  0.175
H32 3.30006 -2.23104 0.19455  0.192

Record 2
DFT (wB97M-V/def2-TZVPD) results for one molecule with the formula C21H32N2O5.

Its SMILES is CCCCCOc1ccc(C(=O)NCCC(=O)NCCCC(=O)OCC)cc1. As for the LUMO energy: 0.828 eV. For the calculated total energy, the calculation gives -1305.18738 a.u. The HOMO energy comes out at -0.3154 Ha. For the orbital gap, the calculation gives 9.409 eV.

Each line ends with the Mulliken charge.
Cartesian coordinates (Å):
C1 -8.46680 -2.25475 -0.71948  -1.278
H1 -7.72085 -2.87637 -1.20960  0.321
C2 -8.05379 -0.78892 -0.76767  -0.338
C3 -6.71598 -0.55571 -0.07108  -0.526
C4 -6.29514 0.91105 -0.11801  -0.948
C5 -4.93756 1.13457 0.54060  -0.670
O1 -3.96166 0.46853 -0.23585  -0.302
C6 -2.66151 0.53173 0.13754  0.681
C7 -1.75714 -0.14552 -0.68573  -0.662
C8 -0.41356 -0.14189 -0.39515  -0.592
C9 0.07497 0.55025 0.71249  0.064
C10 -0.82668 1.21262 1.53609  -0.487
C11 -2.18197 1.20194 1.26019  -0.552
H2 -2.85503 1.71882 1.92629  0.403
H3 -0.48364 1.72189 2.42540  0.504
C12 1.53796 0.53340 0.95852  0.245
O2 2.24452 -0.40440 0.61874  -0.536
N1 2.03041 1.61083 1.61817  -0.079
H4 1.44153 2.42857 1.66585  0.324
C13 3.45181 1.86229 1.68842  -0.319
H5 3.70900 2.19599 2.69874  0.354
C14 3.87094 2.91818 0.65565  -0.938
C15 3.34604 2.48163 -0.70846  0.661
O3 2.28290 2.87623 -1.15052  -0.678
N2 4.16219 1.62786 -1.34869  -0.108
H6 4.94039 1.22549 -0.83726  0.287
C16 3.75515 0.91275 -2.53454  -1.017
H7 4.49324 1.08420 -3.32759  0.352
H8 2.79777 1.33960 -2.84572  0.472
C17 3.59793 -0.58962 -2.28504  -0.062
H9 2.93062 -0.74225 -1.43509  -0.049
H10 3.13619 -1.03142 -3.16905  0.405
C18 4.93233 -1.30962 -2.01707  -0.816
C19 5.29136 -1.27561 -0.54758  0.907
O4 5.67985 -0.29357 0.04464  -0.742
O5 5.14362 -2.46888 0.00213  -0.352
C20 5.30757 -2.59606 1.41776  -0.366
C21 3.94909 -2.77588 2.07739  -0.656
H11 3.29197 -1.95895 1.78704  -0.039
H12 4.06215 -2.78405 3.15770  0.362
H13 3.49653 -3.71083 1.75797  0.314
H14 5.81036 -1.69980 1.79480  0.302
H15 5.94688 -3.46944 1.57381  0.326
H16 4.85208 -2.35569 -2.31113  0.309
H17 5.73210 -0.83440 -2.58895  0.344
H18 4.95576 3.01216 0.64484  0.391
H19 3.42350 3.88171 0.90660  0.387
H20 3.95790 0.91607 1.48260  -0.016
H21 0.28534 -0.66771 -1.02725  0.437
H22 -2.14207 -0.66621 -1.54818  0.430
H23 -4.71338 2.20953 0.58424  0.469
H24 -4.94487 0.73340 1.56384  0.426
H25 -6.23263 1.23889 -1.15687  0.321
H26 -7.03539 1.52963 0.39315  0.431
H27 -5.94376 -1.15746 -0.55276  0.303
H28 -6.79002 -0.87758 0.97073  0.262
H29 -8.82270 -0.17861 -0.28768  0.305
H30 -7.97885 -0.46745 -1.80873  0.319
H31 -8.56688 -2.58977 0.31071  0.326
H32 -9.42005 -2.40136 -1.22189  0.385

Record 3
DFT (wB97M-V/def2-TZVPD) results for one molecule with the formula C21H32N2O5S at a distorted geometry.

Its SMILES is COc1ccc(C(C)C)cc1S(=O)(=O)N1CCC(C(=O)NC[C@H]2CCCO2)CC1. As for the LUMO energy: 0.676 eV. For the calculated total energy, the calculation gives -1703.30294 a.u. The HOMO energy comes out at -0.3185 Ha. For the orbital gap, the calculation gives 9.344 eV.

Each line ends with the Mulliken charge.
Cartesian coordinates (Å):
C1 -1.55199 -1.93474 5.07116  -0.999
H1 -0.77684 -2.68965 5.18938  0.252
O1 -1.52337 -1.57335 3.70846  -0.259
C2 -2.41642 -0.66381 3.26018  0.921
C3 -3.35128 0.01076 4.04216  -1.384
C4 -4.20560 0.93459 3.46527  -0.312
C5 -4.16582 1.22305 2.10699  0.566
C6 -3.23304 0.54343 1.33250  -0.328
C7 -2.38029 -0.37929 1.89644  -0.544
S1 -1.20399 -1.25536 0.86989  1.654
O2 -1.29486 -0.68589 -0.45212  -0.771
O3 -1.41452 -2.66579 0.99670  -0.803
N1 0.24024 -0.83326 1.60370  0.243
C8 1.12482 -1.93442 1.91999  -0.941
C9 1.78621 -2.50978 0.65908  -1.090
H2 1.20619 -3.35859 0.29710  0.354
H3 2.79961 -2.85091 0.88048  0.411
C10 1.85467 -1.44455 -0.44106  0.932
C11 2.97263 -1.74837 -1.43043  -0.162
O4 3.99142 -2.33835 -1.13351  -0.698
N2 2.72712 -1.28704 -2.67696  -0.136
H4 1.92400 -0.69824 -2.83744  0.344
C12 3.73349 -1.27823 -3.70868  -1.199
H5 3.29146 -1.62762 -4.64677  0.353
H6 4.52612 -1.96045 -3.39463  0.406
C13 4.30684 0.13497 -3.90188  0.388
C14 5.38320 0.18251 -5.00284  -0.808
H7 6.38028 0.30505 -4.58774  0.376
C15 4.95477 1.36758 -5.86975  -0.510
H8 5.22108 1.24843 -6.91698  0.335
C16 3.44433 1.37510 -5.64384  -0.479
H9 2.97721 2.34735 -5.80522  0.310
O5 3.27483 1.03969 -4.28306  -0.444
H10 2.95396 0.63028 -6.28828  0.269
H11 5.38921 2.29352 -5.49253  0.268
H12 5.35945 -0.74143 -5.58181  0.326
H13 4.69122 0.48618 -2.93634  0.305
C17 2.12574 -0.07541 0.19643  -0.635
C18 0.90857 0.32186 1.04509  -0.972
H14 0.17193 0.83971 0.42925  0.526
H15 1.20941 0.98534 1.86507  0.305
H16 3.02085 -0.14847 0.81721  0.299
H17 2.30290 0.68131 -0.56948  0.373
H18 0.89849 -1.39343 -0.96987  0.275
H19 0.51506 -2.68810 2.41502  0.374
H20 1.86940 -1.55748 2.62642  0.537
H21 -3.15240 0.71308 0.26972  0.476
C19 -5.10025 2.22914 1.48205  0.127
C20 -6.55649 1.78538 1.63714  -1.479
H22 -7.21735 2.48049 1.12435  0.442
H23 -6.84176 1.75137 2.68554  0.311
H24 -6.69622 0.79509 1.21048  0.353
C21 -4.88831 3.61955 2.08501  -1.473
H25 -5.13738 3.62557 3.14310  0.306
H26 -3.85070 3.92560 1.97418  0.353
H27 -5.51995 4.34712 1.58054  0.441
H28 -4.87074 2.28100 0.41298  0.409
H29 -4.91924 1.43824 4.10003  0.324
H30 -3.42211 -0.17781 5.10181  0.420
H31 -1.32696 -1.07996 5.71724  0.384
H32 -2.51879 -2.36254 5.35306  0.380

Record 4
DFT (wB97M-V/def2-TZVPD) results for a 6-piece molecular cluster, C21H32N3O10 overall at a distorted geometry.

As for the net charge: +1. As for the LUMO energy: -3.936 eV. For the calculated total energy, the calculation gives -1735.17825 a.u. The HOMO energy comes out at -0.4192 Ha. For the orbital gap, the calculation gives 7.470 eV.

Each line ends with the Mulliken charge.
Cartesian coordinates (Å):
C1 0.59602 -4.44409 2.47567  -1.060
C2 -0.02498 -3.19509 3.16767  0.787
O1 0.52402 -2.69209 4.18167  -0.440
N1 -1.10998 -2.55009 2.47067  0.472
H1 -0.80098 -1.86509 1.88867  -0.210
H2 -1.74498 -3.17209 1.81867  0.461
C3 -2.08998 -1.90409 3.45367  -0.820
H3 0.96402 -4.19409 1.49467  0.246
H4 -0.33398 -5.03109 2.09467  0.322
H5 1.47102 -4.82509 2.91467  0.370
H6 -2.41498 -2.64609 4.18967  0.423
H7 -3.04398 -1.44409 2.96167  0.292
H8 -1.47198 -1.22509 4.04967  0.291
C4 0.14202 -1.53409 -2.76833  -0.554
C5 -1.01398 -0.73109 -2.75533  0.279
O2 -0.96098 0.44691 -2.95733  -0.419
N2 -2.45398 -1.27709 -2.86633  -0.302
H9 -2.49898 -1.85809 -3.91133  0.466
H10 -2.63798 -2.08709 -2.10133  0.472
C6 -3.59998 -0.22209 -2.73433  -0.693
H11 -0.21798 -2.34909 -2.15733  0.264
H12 1.02602 -1.09409 -2.15333  0.061
H13 0.42302 -1.83009 -3.86133  0.400
H14 -3.18398 0.27591 -1.81733  0.317
H15 -4.41698 -0.71009 -2.34133  0.407
H16 -3.79698 0.50191 -3.64933  0.259
N3 0.10402 -0.19909 0.48067  1.081
O3 1.17802 0.37391 0.39167  -0.634
O4 0.11302 -1.44209 0.31067  -0.895
O5 -0.78998 0.19491 1.29867  -0.670
C7 4.69402 -1.42209 -0.52933  -1.988
C8 3.83302 -2.58009 -1.01733  1.050
C9 4.49002 -3.94209 -1.16733  -1.673
O6 2.88702 -2.87509 0.01367  -0.464
H17 5.49102 -1.43209 -1.07933  0.626
H18 5.04902 -1.57509 0.54367  0.304
H19 4.31702 -0.64709 -0.57633  0.659
H20 3.34702 -2.16409 -1.97433  0.003
H21 3.96502 -4.67009 -1.72233  0.424
H22 5.12402 -4.29009 -0.38233  0.408
H23 5.33202 -3.88809 -1.94533  0.407
H24 2.24602 -2.07009 0.05867  0.254
C10 0.99802 4.09991 -2.17133  -0.505
C11 -0.00998 3.05691 -1.71333  0.028
C12 -1.50198 3.30691 -2.04133  0.758
O7 -2.38398 2.43991 -1.75133  -0.573
C13 -1.84998 4.50091 -2.67833  -0.396
C14 -0.91598 5.37491 -3.25133  -0.326
C15 0.49602 5.24491 -3.00233  0.353
O8 1.23602 6.09691 -3.42933  -0.519
H25 2.11402 3.93891 -1.90533  0.361
H26 0.23202 2.10791 -1.02133  0.155
H27 -2.98998 4.65891 -2.77633  0.321
H28 -1.21298 6.22591 -3.93133  0.370
C16 -2.52798 3.17491 3.24767  -0.826
C17 -1.77298 2.00191 4.11267  -0.406
C18 -0.30798 1.73491 3.88567  0.477
O9 0.27302 0.87291 4.37867  -0.474
C19 0.29002 2.46191 2.75067  -0.173
C20 -0.40798 3.50791 2.00567  0.012
C21 -1.78598 3.83191 2.21567  0.572
O10 -2.24498 4.81591 1.57867  -0.609
H29 -3.49298 3.10991 3.28367  0.559
H30 -2.43398 1.56091 4.95067  0.379
H31 1.38102 2.08991 2.47367  0.221
H32 0.11102 4.06891 0.99867  0.258